This record from the Open Molecules 2025 dataset describes C4H12IN2 as an isolated structure at a distorted geometry. The level of theory is the ωB97M-V functional and the def2-TZVPD basis.

CARTESIAN COORDINATES (ANGSTROEM)
C1 0.616 -1.536 1.701
C2 0.570 -0.004 -1.904
C3 0.270 1.699 -0.333
C4 -1.149 -0.528 0.410
N1 -0.372 -0.521 1.439
N2 -0.385 0.632 -0.986
I1 -3.017 0.641 0.698
H1 1.516 -1.281 1.280
H2 0.684 -1.558 2.757
H3 0.294 -2.547 1.459
H4 1.566 0.248 -1.644
H5 0.554 -1.140 -1.758
H6 0.294 0.285 -2.916
H7 0.984 1.279 0.359
H8 0.896 2.259 -0.992
H9 -0.473 2.408 0.064
H10 -1.119 -1.511 -0.123
H11 -0.481 0.291 2.011
H12 -1.247 0.886 -1.523

Computed properties:
**Highest occupied orbital energy**: -13.9163 eV
**Net charge**: +1
**HOMO-LUMO gap**: 9.872 eV

=====

This record from the Open Molecules 2025 dataset describes C4H12IN2 as an isolated structure at a distorted geometry. The level of theory is the ωB97M-V functional and the def2-TZVPD basis.

CARTESIAN COORDINATES (ANGSTROEM)
C1 0.000 -1.226 1.513
C2 -0.823 -1.185 0.194
C3 -0.876 0.002 -0.800
C4 0.507 0.444 -1.073
N1 0.469 1.779 -2.523
N2 1.112 1.236 -0.041
I1 2.445 2.253 -2.832
H1 0.985 -1.008 1.433
H2 -0.388 -0.433 2.196
H3 -0.231 -2.297 1.853
H4 -0.460 -1.939 -0.352
H5 -1.913 -1.598 0.427
H6 -1.397 0.790 -0.495
H7 -1.329 -0.363 -1.621
H8 1.136 -0.453 -1.393
H9 0.256 1.315 -3.396
H10 1.712 0.584 0.661
H11 1.804 1.972 -0.327
H12 0.520 1.870 0.474

Computed properties:
**Highest occupied orbital energy (alpha / beta)**: -10.0702 / -13.7599 eV
**Expectation value of S²**: 2.010
**Net charge**: +1
**HOMO-LUMO gap (alpha / beta)**: 6.487 / 7.025 eV
**2S+1**: 3

=====

This record from the Open Molecules 2025 dataset describes C4H12InO4 as an isolated structure at a distorted geometry. The level of theory is the ωB97M-V functional and the def2-TZVPD basis.

CARTESIAN COORDINATES (ANGSTROEM)
In1 -0.678 0.018 0.032
C1 -0.017 -3.652 0.253
C2 -0.155 -3.162 -1.220
O1 0.449 -1.914 -1.481
O2 -0.706 -2.663 0.997
H1 1.040 -3.637 0.542
H2 -0.425 -4.654 0.387
H3 -1.198 -3.240 -1.543
H4 0.345 -3.885 -1.897
H5 -0.002 -1.538 -2.265
H6 -1.412 -3.207 1.406
C3 0.418 3.423 -0.333
C4 0.309 3.296 1.239
O3 0.764 2.018 1.553
O4 -0.406 2.489 -0.985
H7 1.452 3.265 -0.649
H8 0.163 4.472 -0.520
H9 -0.719 3.469 1.590
H10 0.921 4.084 1.688
H11 1.102 2.098 2.468
H12 -1.245 2.919 -1.260

Computed properties:
**Highest occupied orbital energy**: -22.2470 eV
**Net charge**: +3
**HOMO-LUMO gap**: 4.140 eV

=====

This record from the Open Molecules 2025 dataset describes C4H12KO4 as an isolated structure. The level of theory is the ωB97M-V functional and the def2-TZVPD basis.

CARTESIAN COORDINATES (ANGSTROEM)
K1 0.168 -1.915 1.294
C1 3.187 -0.782 -0.181
C2 2.111 -0.666 -1.248
O1 0.997 0.109 -0.724
O2 2.874 -1.741 0.849
H1 3.270 0.199 0.297
H2 4.122 -1.022 -0.690
H3 1.712 -1.643 -1.550
H4 2.473 -0.198 -2.163
H5 0.492 0.373 -1.502
H6 3.722 -1.888 1.284
C3 -2.529 0.143 0.081
C4 -2.100 1.581 0.212
O3 -2.864 2.254 1.190
O4 -2.285 -0.580 1.288
H7 -2.025 -0.388 -0.730
H8 -3.587 0.050 -0.183
H9 -2.167 2.107 -0.748
H10 -1.047 1.672 0.482
H11 -3.677 2.545 0.762
H12 -2.845 -0.210 1.981

Computed properties:
**Highest occupied orbital energy**: -13.5154 eV
**Net charge**: +1
**HOMO-LUMO gap**: 10.354 eV

=====

This record from the Open Molecules 2025 dataset describes C4H12MnN4O16S2 as an isolated structure at a distorted geometry. The level of theory is the ωB97M-V functional and the def2-TZVPD basis.

CARTESIAN COORDINATES (ANGSTROEM)
Mn1 2.757 -23.685 -24.330
S1 0.192 -22.786 -25.547
O1 0.341 -22.415 -26.965
O2 1.349 -22.318 -24.674
O3 -1.083 -22.375 -24.943
O4 0.376 -24.263 -25.515
S2 3.498 -25.280 -26.384
O5 3.775 -23.808 -26.107
O6 4.742 -26.042 -26.561
O7 2.822 -25.626 -25.075
O8 2.612 -25.388 -27.519
C1 0.905 -24.978 -20.517
N1 0.907 -25.076 -22.004
O9 0.000 -25.642 -22.550
O10 1.857 -24.543 -22.552
H1 1.755 -25.534 -20.131
H2 -0.007 -25.443 -20.162
H3 0.977 -23.912 -20.322
C2 4.129 -20.495 -21.419
N2 3.109 -21.357 -22.061
O11 1.976 -21.332 -21.638
O12 3.519 -22.059 -22.966
H4 4.656 -19.994 -22.227
H5 4.849 -21.167 -20.954
H6 3.656 -19.819 -20.722
C3 5.554 -26.607 -23.496
N3 5.530 -25.275 -22.826
O13 6.424 -24.989 -22.047
O14 4.644 -24.543 -23.179
H7 4.870 -26.498 -24.348
H8 5.051 -27.290 -22.812
H9 6.541 -26.921 -23.803
C4 4.513 -20.622 -25.801
N4 3.735 -19.369 -25.861
O15 4.094 -18.500 -26.642
O16 2.844 -19.234 -25.056
H10 5.130 -20.640 -24.909
H11 5.060 -20.807 -26.718
H12 3.826 -21.465 -25.722

Computed properties:
**Highest occupied orbital energy (alpha / beta)**: -0.5420 / -0.5301 eV
**Expectation value of S²**: 8.756
**Net charge**: -2
**HOMO-LUMO gap (alpha / beta)**: 4.502 / 4.486 eV
**2S+1**: 6

=====

This record from the Open Molecules 2025 dataset describes a 2-piece molecular cluster, C4H12N2 overall. The level of theory is the ωB97M-V functional and the def2-TZVPD basis.

CARTESIAN COORDINATES (ANGSTROEM)
C1 2.030 0.001 -1.410
C2 1.459 -1.397 -1.253
C3 2.456 -2.490 -1.602
H1 2.251 0.230 -2.451
H2 1.364 0.735 -0.956
H3 3.003 -0.014 -0.923
H4 1.214 -1.500 -0.185
H5 0.507 -1.604 -1.741
H6 2.792 -2.426 -2.639
H7 1.994 -3.461 -1.446
H8 3.304 -2.430 -0.921
N1 -1.556 0.548 2.027
C4 -1.938 1.722 1.449
N2 -3.150 1.927 1.134
H9 -0.606 0.236 2.077
H10 -2.267 -0.016 2.455
H11 -1.170 2.500 1.406
H12 -3.270 2.888 0.813

Computed properties:
**Highest occupied orbital energy**: -9.2745 eV
**Structure (SMILES)**: [H]/N=C/N.CCC
**Net charge**: 0
**HOMO-LUMO gap**: 10.125 eV

=====

Values for total energy, eV, ordered as above
-15415.400; -15410.112; -17668.118; -28852.387; -96045.038; -7322.494